Computed, not measured: 7 unconnected molecules or ions with the total composition C29H69N3O7 at a distorted geometry, with ωB97M-V with the def2-TZVPD basis set.

As for the total energy: -1837.06873 hartree. The energy above the lowest of the compared OMol25 structures with the same formula, charge and spin is 2.927 eV. As for the SMILES: CC1(C)CCCC(C)(C)N1O.CC1(C)CCCC(C)(C)N1O.CC1(C)CCCC(C)(C)N1O.CO.CO.O.O. The molar mass comes out at 571.89 g/mol. The HOMO energy is -8.094 eV.

Geometry as ORCA input:
```
! RIJCOSX wB97M-V def2-TZVPD def2/J DEFGRID3
* xyz 0 1
C -0.2577 2.0432 1.5662
C -0.1491 2.2369 -0.0128
C -1.0498 1.2837 -0.6959
C -0.6825 3.6612 -0.3563
C 0.3292 4.6709 0.1702
C 1.6420 4.5601 -0.5607
C 2.2786 3.1376 -0.3407
C 3.3574 2.9229 -1.3968
C 2.9068 2.9489 1.0316
N 1.1788 2.1343 -0.5825
O 1.6179 0.8749 -0.6084
H 0.0323 1.0335 1.8937
H 0.2807 2.7257 2.2244
H -1.3372 1.9695 1.8586
H -0.9408 0.2653 -0.2944
H -2.0578 1.4883 -0.5948
H -0.9113 1.1771 -1.8086
H -0.9309 3.6778 -1.4072
H -1.5866 3.6730 0.1932
H -0.0949 5.6856 0.0766
H 0.3936 4.5129 1.2912
H 2.3809 5.3448 -0.2548
H 1.5694 4.7426 -1.6143
H 2.8474 2.8468 -2.3862
H 3.7693 1.9444 -1.1238
H 4.1059 3.6791 -1.4288
H 3.1321 1.9329 1.2794
H 2.3199 3.3593 1.8079
H 3.8244 3.6039 0.9993
H 1.7796 0.6859 -1.5425
C -0.5419 1.5178 -5.9258
C 0.2304 0.2485 -5.4791
C -0.5135 -0.5353 -4.4382
C 0.4535 -0.7282 -6.6568
C 1.5474 -0.2710 -7.6546
C 2.8197 0.1098 -6.9238
C 2.5917 1.1429 -5.8846
C 3.8893 1.3799 -4.9870
C 2.2626 2.5707 -6.4321
N 1.6009 0.5583 -4.9695
O 1.4912 1.3327 -3.8300
H -0.7080 2.1990 -5.0844
H -0.0182 2.1704 -6.6132
H -1.5443 1.3589 -6.3768
H -0.7865 0.0113 -3.5550
H -1.4980 -0.9021 -4.8269
H 0.0727 -1.3346 -4.0605
H 0.6450 -1.6378 -6.1618
H -0.4777 -0.9037 -7.1723
H 1.7620 -1.0735 -8.4380
H 1.1631 0.5650 -8.1788
H 3.5323 0.5910 -7.6025
H 3.3420 -0.7723 -6.5719
H 3.6605 1.7703 -4.0286
H 4.7047 1.9841 -5.3995
H 4.2634 0.3612 -4.7444
H 1.5989 2.5807 -7.2965
H 3.1986 3.0448 -6.7205
H 1.7588 3.2157 -5.6878
H 0.7583 1.9028 -3.7882
C -3.3216 -1.6057 6.8621
C -3.7924 -1.5070 5.4399
C -5.3229 -1.3038 5.4635
C -3.0964 -0.3264 4.8182
C -1.6129 -0.5876 4.6170
C -1.3533 -1.8103 3.7117
C -2.0346 -3.0784 4.3760
C -2.0222 -4.1952 3.3448
C -1.2015 -3.5958 5.5518
N -3.4091 -2.7029 4.6344
O -4.1015 -3.7315 5.3455
H -3.7148 -0.6726 7.3326
H -3.7914 -2.4013 7.3932
H -2.2115 -1.5645 7.0286
H -5.7181 -0.2696 5.6231
H -5.6724 -1.5571 4.4543
H -5.8076 -1.9007 6.2303
H -3.5472 -0.0690 3.8009
H -3.3054 0.5919 5.4704
H -1.0869 0.2848 4.1650
H -1.0741 -0.6540 5.5846
H -0.3438 -2.0413 3.6101
H -1.9118 -1.6663 2.7885
H -1.0607 -4.2563 2.8148
H -2.8165 -4.0544 2.4852
H -2.1005 -5.2108 3.7546
H -1.6459 -4.4855 6.0454
H -1.0227 -2.8535 6.3461
H -0.2952 -3.9597 5.1112
H -3.6292 -3.7640 6.1907
C 2.2004 -2.3292 4.2847
O 2.0105 -0.8488 4.4757
H 3.2063 -2.4775 4.0113
H 1.9140 -2.7605 5.2509
H 1.6004 -2.7237 3.5180
H 1.0295 -0.7449 4.4208
C -2.2281 -3.0842 -1.1299
O -0.8303 -2.7383 -1.2427
H -2.8357 -2.2619 -1.4036
H -2.4275 -3.9635 -1.8313
H -2.4275 -3.3471 -0.1233
H -0.3618 -2.8803 -0.3684
O 2.3330 -1.1066 1.5000
H 2.0380 -0.4345 0.8821
H 2.3588 -0.6333 2.3584
O 0.7612 -3.4033 1.0357
H 1.1970 -2.5343 1.1616
H 1.4792 -4.0601 0.9122
*
```